Entry from the Open Molecules 2025 dataset: C32H26F5N2O2S3Se2Ti as an isolated structure (ωB97M-V/def2-TZVPD).

Output
Highest occupied orbital energy in hartree: -0.60593
Frontier orbital gap in eV: 6.53

The geometry in ORCA input format:
```
! wB97M-V def2-TZVPD RIJCOSX def2/J DEFGRID3
* xyz 3 1
Ti 0.47566 -0.35717 -0.39101
O 0.64312 1.02461 0.95706
S 0.20312 2.50881 1.20525
C -1.13291 2.36954 2.40498
C -0.89571 1.63517 3.71787
C -0.61013 0.13209 3.60604
C -1.76290 -0.65404 2.97115
S -1.12949 -2.08220 2.08009
O -0.38756 -1.37186 0.87634
C -2.54941 -2.82480 1.40335
C -2.60387 -4.21177 1.52604
C -3.72293 -4.88055 1.04848
C -4.75050 -4.16452 0.45595
C -4.68029 -2.77549 0.32857
C -3.58040 -2.09308 0.80520
C 1.54026 3.21783 2.09797
C 2.33888 2.49653 2.98035
C 3.33820 3.16843 3.66230
C 3.51908 4.53584 3.47167
C 2.71814 5.24108 2.58401
C 1.72505 4.58024 1.87569
H -1.96052 1.96712 1.81476
H -1.38258 3.42149 2.58160
H -1.79249 1.79684 4.32148
H -0.08338 2.11478 4.26570
H -0.41788 -0.26339 4.60329
H 0.30179 -0.02365 3.03091
H -2.35077 -0.07967 2.25456
H -2.45431 -1.06952 3.70813
H -1.79669 -4.75739 1.99929
H -3.79033 -5.95506 1.14692
H -5.62560 -4.68747 0.09303
H -5.49784 -2.23458 -0.12848
H -3.52471 -1.01584 0.71034
H 2.19431 1.43291 3.12083
H 3.97385 2.63248 4.35408
H 4.29559 5.05399 4.01838
H 2.87061 6.30102 2.43456
H 1.10894 5.12046 1.16642
Se 2.67216 -2.33341 0.19174
Se 2.82455 -2.83658 -2.07763
C 0.95177 -2.85526 -2.48046
C 0.60522 -3.74924 -3.48440
C -0.72437 -3.89783 -3.83296
C -1.67334 -3.18208 -3.11767
C -1.24745 -2.31004 -2.14218
N 0.05292 -2.09363 -1.83475
C 3.41194 -0.57824 -0.01583
C 4.70865 -0.23706 0.30842
C 5.13890 1.04382 -0.01536
C 4.26437 1.91745 -0.64914
C 2.97595 1.49985 -0.91429
N 2.55508 0.26756 -0.59249
H 1.37026 -4.34660 -3.96304
H -1.01189 -4.58451 -4.61810
H -2.73123 -3.29063 -3.30981
H -1.96668 -1.74028 -1.57425
H 5.36880 -0.95775 0.77071
H 6.15375 1.34850 0.20491
H 4.57431 2.91244 -0.93581
H 2.25646 2.15375 -1.39165
F -0.73088 1.34561 -6.84302
C -0.91047 1.20661 -5.55070
C 0.16223 0.84062 -4.74126
F 1.36449 0.62692 -5.24517
C -0.08076 0.70305 -3.39581
F 0.94921 0.35942 -2.54808
C -1.30859 0.90130 -2.80294
S -1.46566 0.71465 -1.06304
C -2.36496 1.26157 -3.62692
F -3.56738 1.46204 -3.11029
C -2.16777 1.41787 -4.99422
F -3.17295 1.76088 -5.76770
*
```

Results of the Löwdin charge analysis, in e, for atoms 1 through 8: number 1, Ti, carries 0.86; number 2, O, carries -0.66; number 3, S, carries 1.11; number 4, C, carries -0.29; number 5, C, carries -0.18; number 6, C, carries -0.21; number 7, C, carries -0.28; number 8, S, carries 1.19


Entry from the Open Molecules 2025 dataset: C32H26N5O2RuS4 as an isolated structure (ωB97M-V/def2-TZVPD).

Output
Highest occupied orbital energy (spin up / spin down) in hartree: -0.37455 / -0.37455
Frontier orbital gap (spin up / spin down) in eV: 5.79 / 5.79

The geometry in ORCA input format:
```
! wB97M-V def2-TZVPD RIJCOSX def2/J DEFGRID3
* xyz 1 1
Ru 0.12186 -0.82492 0.67847
N 0.58098 -1.94697 2.38958
C 1.56722 -1.36554 3.27805
C 1.25987 -1.13077 4.60430
C 2.18874 -0.48728 5.40678
C 3.39576 -0.07955 4.85945
C 3.68414 -0.32951 3.52672
C 2.77090 -0.99088 2.70859
C 3.04859 -1.33171 1.29792
C 4.37869 -1.60643 0.96203
C 4.74980 -1.97223 -0.31659
C 3.77466 -2.09336 -1.29119
C 2.44911 -1.83244 -0.98442
C 2.06213 -1.43253 0.29402
H -0.27024 -2.12308 2.91717
H 0.90862 -2.84999 2.04348
H 0.29794 -1.42919 5.00525
H 1.96409 -0.29182 6.44590
H 4.11640 0.44368 5.47302
H 4.62268 0.01590 3.11520
H 5.13082 -1.56525 1.73828
H 5.78629 -2.18713 -0.53955
H 4.03175 -2.39808 -2.29744
H 1.71679 -1.95543 -1.76334
C 4.85172 1.60029 -3.86855
C 3.46086 1.22213 -3.44825
C 2.64070 0.46352 -4.28313
C 1.36398 0.09844 -3.89110
C 0.91279 0.49555 -2.64109
C 1.69636 1.27122 -1.79752
C 2.96655 1.62834 -2.20955
S -0.65880 -0.04880 -2.11338
O -1.07098 0.74738 -0.94255
O -1.55264 -0.18700 -3.21975
N -0.34006 -1.50495 -1.41578
C -1.49363 -2.09249 -0.92710
C -2.61722 -2.58462 -1.58681
C -3.60037 -3.15601 -0.81036
C -3.47302 -3.21357 0.58470
C -2.35783 -2.67710 1.17337
N -1.39810 -2.12694 0.40909
H 5.02986 1.36455 -4.91586
H 5.58880 1.06156 -3.26962
H 5.02803 2.66579 -3.72077
H 3.00308 0.16419 -5.25839
H 0.72313 -0.47905 -4.54402
H 1.30294 1.60647 -0.84676
H 3.58412 2.23985 -1.56270
H -2.68399 -2.51581 -2.66208
H -4.48278 -3.56832 -1.28150
H -4.24234 -3.66040 1.19650
H -2.23140 -2.66555 2.24735
S -2.50544 5.07910 -0.67573
C -2.06095 3.77682 0.20174
S -0.41726 3.45222 0.72787
C -0.95506 1.95733 1.42581
N -2.21634 1.73613 1.32588
N -2.83208 2.74257 0.65937
C -4.22468 2.57686 0.35779
C -4.61184 1.46252 -0.36801
C -5.95543 1.28170 -0.65558
C -6.88952 2.21408 -0.22505
C -6.48313 3.32840 0.49558
C -5.14204 3.51542 0.79307
S 0.09587 0.80077 2.20438
H -3.85969 0.76050 -0.70550
H -6.27310 0.41944 -1.22685
H -7.93709 2.07512 -0.45670
H -7.21134 4.05545 0.82824
H -4.80824 4.38145 1.34758
*
```

Results of the Löwdin charge analysis, in e, for atoms 1 through 8: number 1, Ru, carries 1.12; number 2, N, carries -0.03; number 3, C, carries -0.35; number 4, C, carries -0.05; number 5, C, carries -0.05; number 6, C, carries -0.05; number 7, C, carries -0.01; number 8, C, carries -0.17


Entry from the Open Molecules 2025 dataset: C32H26O10P2S as an isolated structure (ωB97M-V/def2-TZVPD).

Output
Highest occupied orbital energy in hartree: -0.32222
Frontier orbital gap in eV: 7.82

The geometry in ORCA input format:
```
! wB97M-V def2-TZVPD RIJCOSX def2/J DEFGRID3
* xyz 0 1
C -3.47335 3.21872 8.28448
P -4.17680 4.29492 6.98123
C -3.43708 5.97413 7.07600
C -3.84781 3.55429 5.30887
O -5.14477 3.04304 4.84699
S -5.07969 1.50388 4.47381
O -5.39537 0.63370 5.52797
O -5.87249 1.36203 3.32992
O -3.51527 1.49886 4.20323
C -2.99591 2.31920 5.29400
P -1.18644 2.67870 5.37182
O -0.51693 1.21534 5.36658
O -0.80213 3.23105 3.88799
H -4.14849 2.38345 8.40674
H -2.45572 2.87811 8.13097
H -3.50994 3.78892 9.20462
H -4.21011 6.67330 6.79194
H -3.19423 6.15936 8.11399
H -2.58221 6.15233 6.43541
H -3.58490 4.28812 4.55585
H -3.14866 1.69937 6.17543
H -0.02326 1.14508 6.20218
H -1.43626 3.93712 3.66041
C -4.43028 -0.25114 1.24772
C -4.68060 -1.36914 2.03573
C -3.83777 -2.46522 1.97598
C -2.74444 -2.45412 1.11984
C -2.50419 -1.33831 0.31244
C -3.34560 -0.23606 0.38801
C -1.36391 -1.31890 -0.64343
O -1.14612 -0.34990 -1.34338
C -0.49703 -2.52759 -0.72487
C 0.53838 -2.55093 -1.64639
C 1.36747 -3.65451 -1.73529
C 1.16534 -4.74189 -0.89113
C 0.13038 -4.72778 0.02798
C -0.70980 -3.62505 0.10987
C -1.83886 -3.63645 1.08319
O -2.01525 -4.58359 1.81989
H -5.08405 0.60445 1.30388
H -5.53496 -1.37911 2.69932
H -4.02421 -3.33445 2.59041
H -3.14757 0.62862 -0.22926
H 0.68726 -1.70115 -2.29396
H 2.17342 -3.66956 -2.45918
H 1.81656 -5.60315 -0.95456
H -0.03348 -5.57135 0.68319
C 1.88667 1.64830 -4.84558
C 1.63544 0.51985 -4.07167
C 2.48569 -0.56896 -4.14522
C 3.58072 -0.54308 -4.99537
C 3.82073 0.58170 -5.78667
C 2.97477 1.67969 -5.70052
C 4.96622 0.61573 -6.73822
O 5.18186 1.59301 -7.42264
C 5.83742 -0.59110 -6.83047
C 6.87963 -0.60425 -7.74731
C 7.70521 -1.71038 -7.83814
C 7.49906 -2.80687 -7.00784
C 6.45959 -2.80187 -6.09534
C 5.62046 -1.69919 -6.00805
C 4.48716 -1.72327 -5.04145
O 4.30468 -2.67937 -4.31583
H 1.22736 2.50335 -4.78289
H 0.77758 0.49267 -3.41033
H 2.30308 -1.44656 -3.54511
H 3.17141 2.55214 -6.30711
H 7.03712 0.25193 -8.38751
H 8.51382 -1.72013 -8.55645
H 8.15003 -3.66794 -7.07670
H 6.29144 -3.65213 -5.45002
*
```

Results of the Löwdin charge analysis, in e, for atoms 1 through 8: number 1, C, carries -0.29; number 2, P, carries 0.95; number 3, C, carries -0.29; number 4, C, carries -0.47; number 5, O, carries -0.23; number 6, S, carries 0.53; number 7, O, carries -0.20; number 8, O, carries -0.21